No. 1
CH7O5 | ωB97M-V/def2-TZVPD

Geometry as XYZ:
```
13
Properties=species:S:1:pos:R:3:forces:R:3
O 0.6127 -2.0061 -0.2751 0.17 0.18 0.19
C 0.5931 -1.4866 -1.4190 -0.19 -0.45 0.15
O 0.5670 -0.2855 -1.7253 -0.07 0.38 -0.27
H 0.5751 -2.2289 -2.2590 0.06 0.07 -0.09
H -3.1490 0.4398 0.0775 -0.03 -0.35 0.04
H -4.1121 -0.7046 0.5046 0.33 0.24 -0.13
O -3.7968 -0.1958 -0.2537 -0.28 0.08 0.06
H 0.3593 0.8449 0.1701 0.20 -0.37 -0.35
H 0.8578 -0.4617 0.7437 -0.12 0.07 -0.20
O 0.7687 0.4945 0.9699 -0.17 0.22 0.55
H 1.3690 2.0072 1.7718 0.22 -0.21 0.06
H 1.4770 3.4579 1.3389 0.08 0.02 0.04
O 1.7272 2.8725 2.0595 -0.19 0.12 -0.05
```
Positions in Å, forces in eV/Å.

Properties
total charge: -1
energy relative to the best compared isomer or geometry (same formula, charge and spin): 14.70 kcal/mol
DFT total energy: -11390.248 eV
2S+1: 1
F_max: 0.6 eV/A
highest occupied orbital energy: -0.1763 Eh

No. 2
C22H34CoN4O8P | ωB97M-V/def2-TZVPD

Geometry as XYZ:
```
70
Properties=species:S:1:pos:R:3:forces:R:3
Co 0.0552 0.2887 0.4189 -0.20 -0.27 -0.39
O 2.1632 -2.9978 -0.5352 -0.11 0.04 -0.04
C 1.4378 -2.0263 -0.5255 -0.42 -0.81 -0.39
O 1.7121 -0.8585 -0.0713 -0.31 1.48 0.72
C 0.0149 -2.1014 -1.1079 0.34 -0.12 0.16
C -0.6783 -3.2266 -1.5248 0.24 0.10 -0.05
C -1.9924 -3.0715 -1.9496 0.07 0.20 0.02
C -2.5801 -1.8117 -1.9493 0.17 0.24 -0.03
C -1.8226 -0.7426 -1.4970 -0.29 0.35 -0.03
N -0.5701 -0.9115 -1.1039 -0.36 -0.34 0.17
C -2.2812 0.7129 -1.2795 -0.59 -1.11 -0.65
O -3.3248 1.1074 -1.7530 0.03 0.00 0.04
O -1.4435 1.3615 -0.5700 1.30 0.44 1.22
H -0.1954 -4.1917 -1.4993 0.07 -0.01 0.02
H -2.5628 -3.9300 -2.2719 -0.03 -0.08 -0.01
H -3.5968 -1.6427 -2.2678 -0.08 0.02 0.00
C 4.2601 3.8654 1.0854 -0.26 0.05 -0.13
C 3.4616 3.5586 -0.1760 0.30 0.21 0.00
N 2.4618 2.5704 0.1519 -0.16 -0.29 -0.08
C 1.7180 2.6615 1.2818 0.32 -0.15 -0.06
N 0.5948 1.9897 1.3502 -0.01 -0.67 -0.31
C -0.4341 2.3771 2.3120 -0.44 0.18 0.27
C -0.0528 3.6131 3.1190 0.07 -0.30 -0.10
C 1.4036 3.4463 3.5238 -0.41 0.05 0.13
N 2.1991 3.3907 2.3127 -0.16 -0.13 -0.29
C 3.2962 4.3248 2.1690 0.36 0.19 -0.16
H 4.9909 4.6482 0.8901 0.05 -0.02 0.01
H 4.7751 2.9616 1.4081 0.08 -0.01 0.02
H 4.1025 3.1619 -0.9642 -0.04 0.01 0.07
H 2.9912 4.4815 -0.5507 0.10 -0.13 0.00
H 2.0386 2.0306 -0.5915 0.11 0.23 0.10
H -0.6354 1.5382 2.9818 -0.03 0.11 0.03
H -1.3411 2.5668 1.7269 0.02 -0.04 0.13
H -0.6951 3.6953 3.9920 -0.09 0.01 0.04
H -0.1609 4.5156 2.5139 0.01 0.08 0.05
H 1.5221 2.5154 4.0888 0.04 0.08 0.05
H 1.7592 4.2787 4.1319 0.02 -0.07 -0.05
H 3.8125 4.3832 3.1307 -0.07 0.03 -0.09
H 2.9053 5.3247 1.9274 0.09 -0.07 0.09
C -3.7438 -0.4374 1.8023 0.20 -0.27 0.10
C -3.7003 -1.6656 2.7118 -1.06 0.22 -0.13
C -4.5490 -2.7919 2.1142 0.35 0.25 0.21
C -4.1958 -1.3035 4.1116 0.21 -0.14 -0.17
O -2.3746 -2.2012 2.8012 0.62 0.13 0.12
P -1.1134 -1.2942 3.1471 -0.03 -0.27 0.05
O -1.3234 -0.1983 4.1197 0.06 -0.29 -0.16
O -0.5781 -0.7821 1.7827 0.21 0.35 -0.47
O -0.1587 -2.4774 3.6153 -0.55 0.25 -0.33
C 1.0848 -2.2494 4.2888 0.99 0.00 0.57
C 1.8213 -3.5926 4.2468 -0.31 0.32 -0.10
C 0.8146 -1.8302 5.7376 -0.16 -0.11 -0.29
C 1.8952 -1.1705 3.5718 -0.23 -0.26 -0.09
H -4.7676 -0.0794 1.7208 -0.03 0.07 -0.01
H -3.3804 -0.6872 0.8072 -0.02 -0.03 -0.08
H -3.1144 0.3503 2.2106 -0.06 0.18 0.01
H -5.5851 -2.4749 2.0375 -0.13 0.04 -0.01
H -4.4919 -3.6723 2.7481 -0.02 -0.11 0.08
H -4.1827 -3.0548 1.1261 0.05 -0.02 -0.17
H -5.1934 -0.8741 4.0596 -0.12 -0.01 -0.01
H -3.5138 -0.5868 4.5587 -0.05 0.09 0.09
H -4.2171 -2.1975 4.7314 -0.06 -0.07 0.10
H 1.1763 -4.3742 4.6400 -0.05 -0.08 0.08
H 2.7261 -3.5478 4.8468 0.10 0.05 0.07
H 2.0881 -3.8461 3.2245 0.03 -0.03 -0.13
H 0.3156 -2.6365 6.2710 -0.04 -0.08 0.07
H 0.1658 -0.9589 5.7456 0.00 0.10 0.08
H 1.7474 -1.5949 6.2466 0.09 -0.03 0.00
H 2.0994 -1.4659 2.5450 0.08 -0.01 -0.10
H 2.8348 -1.0042 4.0918 0.09 0.03 0.06
H 1.3224 -0.2467 3.5487 0.08 0.26 0.08
```
Positions in Å, forces in eV/Å.

Properties
DFT total energy: -92627.742 eV
2S+1: 5
F_max: 1.8 eV/A
highest occupied orbital energy (spin up / spin down): -0.3468 / -0.3400 Eh

No. 3
C12H28BCrF10N3O7S2 | ωB97M-V/def2-TZVPD

Geometry as XYZ:
```
64
Properties=species:S:1:pos:R:3:forces:R:3
Cr -0.4173 0.0361 -0.1555 -0.16 1.67 0.46
B 0.1790 3.1541 1.2062 0.18 1.23 -0.06
F -0.4958 3.7784 0.1187 0.22 -0.24 0.40
F 0.1013 1.7118 0.8567 -0.02 -0.96 0.29
F 1.5174 3.4742 1.2515 -0.44 -0.26 -0.15
F -0.4759 3.3201 2.3950 0.03 -0.14 -0.24
C 0.0433 -4.0736 -0.7774 0.03 0.07 -0.46
F 0.8985 -3.8320 0.2202 -0.05 0.12 0.07
F 0.4837 -5.1014 -1.4777 -0.06 0.00 0.14
F -1.1471 -4.3224 -0.2784 -0.04 -0.08 0.21
S 0.0184 -2.6247 -1.9799 0.57 0.40 -0.08
O 1.3352 -2.0730 -1.9093 0.05 0.14 0.42
O -0.4515 -3.1504 -3.2109 -0.29 0.01 0.30
N -1.0176 -1.4452 -1.3380 0.36 -1.95 -0.96
S -2.5948 -1.7280 -1.7326 -0.82 0.79 0.70
O -2.9509 -3.0924 -1.8014 0.34 -0.43 -0.39
O -3.3442 -0.8683 -0.8744 -0.18 0.46 0.05
C -2.8419 -0.9724 -3.4213 0.45 -0.32 -0.05
F -1.8396 -1.2278 -4.2575 -0.37 0.29 0.17
F -3.9662 -1.4443 -3.8880 -0.34 -0.25 -0.26
F -2.9650 0.3515 -3.2829 0.06 0.19 -0.14
C -3.0417 1.5894 2.8106 0.91 -0.57 1.01
C -2.9135 1.1971 1.3699 -0.45 0.18 -0.36
O -1.9262 0.0979 1.2230 -0.62 0.36 0.24
H -2.0552 1.6318 3.2817 -0.02 0.29 -0.22
H -3.5693 0.8228 3.3902 -0.31 0.18 -0.22
H -3.4870 2.5631 2.9846 -0.27 0.00 -0.28
H -2.5789 2.0013 0.7264 0.27 0.11 0.16
H -3.8829 0.8686 0.9897 0.26 -0.30 -0.21
H -2.2478 -0.5766 1.8340 0.28 -0.39 -0.31
C -0.7768 3.0595 -3.2009 0.39 -0.28 -0.77
C -0.3847 1.7059 -2.6182 -0.47 0.44 0.95
C 1.0470 1.6840 -2.1324 0.14 0.84 -0.85
O 1.2347 0.6720 -1.1352 -0.30 -0.30 -0.77
C 2.6128 0.4537 -0.8493 1.29 0.13 -0.05
N -1.2548 1.4788 -1.3817 0.09 1.07 -0.90
H -0.2213 3.2405 -4.1262 -0.04 -0.03 0.05
H -0.5641 3.8973 -2.5387 -0.15 -0.12 0.22
H -1.8303 3.0235 -3.4810 -0.02 0.19 0.08
H -0.5643 0.9321 -3.3589 -0.06 -0.27 0.22
H 1.3403 2.6754 -1.7654 -0.15 -0.22 0.54
H 1.7158 1.5080 -2.9782 -0.06 -0.37 0.05
H 3.2321 0.9175 -1.6198 -0.28 0.08 -0.07
H 2.8684 -0.5979 -0.8853 -0.35 -0.16 0.25
H 2.9052 0.9236 0.0875 -0.24 -0.10 0.11
H -2.2223 1.5493 -1.7058 0.08 -0.82 0.18
H -1.1660 2.3897 -0.8930 0.26 -0.43 0.21
C 0.5851 -0.0105 3.4513 -0.60 0.21 -0.06
C 1.4581 -0.3527 2.2701 -0.37 0.47 0.02
C 2.5835 -1.2460 2.6806 0.56 -0.76 1.11
O 3.3119 -1.5570 1.5329 -0.21 0.01 -0.59
C 4.4739 -2.3183 1.7404 0.59 -0.53 0.15
N 0.7103 -1.0742 1.1271 1.42 -0.04 1.55
H -0.3674 0.4131 3.1349 0.13 0.04 -0.08
H 1.0763 0.7777 4.0194 0.02 -0.16 0.23
H 0.3574 -0.8659 4.0914 0.20 -0.03 0.03
H 1.8742 0.5805 1.8996 -0.08 -0.11 -0.35
H 2.2147 -2.1576 3.1967 -0.16 -0.01 -0.47
H 3.2123 -0.8054 3.4701 -0.06 0.46 -0.34
H 5.2644 -1.6987 2.1721 -0.03 -0.08 0.10
H 4.8216 -2.7147 0.7880 -0.12 0.24 -0.12
H 4.2898 -3.1928 2.3757 -0.09 0.19 0.13
H 1.5348 -1.5336 0.6975 -0.61 -0.07 -0.45
H 0.2606 -1.8226 1.6616 -0.30 -0.09 -0.56
```
Positions in Å, forces in eV/Å.

Properties
total charge: +1
energy relative to the best compared isomer or geometry (same formula, charge and spin): 0.00 kcal/mol
DFT total energy: -109644.937 eV
2S+1: 4
F_max: 2.2 eV/A
highest occupied orbital energy (spin up / spin down): -0.4976 / -0.4977 Eh

No. 4
C29H22Cl4N6O2SV | ωB97M-V/def2-TZVPD

Geometry as XYZ:
```
65
Properties=species:S:1:pos:R:3:forces:R:3
V -0.6594 -0.5628 0.2686 0.67 -2.13 -1.06
Cl -1.5913 -2.8609 0.1052 -0.51 -1.01 0.09
C -1.2293 -3.8580 -1.3252 0.17 0.19 -0.17
Cl 0.3035 -3.3363 -2.0313 0.06 -0.68 -0.17
H -2.0081 -3.7153 -2.0745 0.09 0.00 0.21
H -1.1389 -4.9003 -1.0220 -0.08 0.23 0.03
Cl -0.2669 -1.1622 5.1685 -0.05 -0.19 0.11
C -0.2884 0.2832 4.2264 0.03 -0.15 -0.64
C -0.2505 1.5187 4.8574 0.02 0.54 -0.27
C -0.1962 2.6804 4.1157 0.01 -0.29 0.27
Cl -0.1821 4.2044 4.9348 0.03 0.28 0.18
C -0.1367 2.6542 2.7099 -0.05 -0.32 -0.09
C 0.0038 3.7772 1.8669 0.05 -0.16 -0.37
C 0.1020 3.5726 0.5092 -0.02 0.33 0.49
C 0.0221 2.2850 -0.0153 0.04 -0.14 -0.24
N -0.1535 1.2098 0.7441 0.75 2.40 0.11
C -0.2133 1.3859 2.0874 0.05 0.44 0.87
C -0.3290 0.1696 2.8273 -0.02 0.22 0.90
O -0.4058 -0.9290 2.1751 0.16 -0.62 1.08
H -0.2657 1.5644 5.9353 0.01 0.04 0.08
H 0.0454 4.7634 2.2993 0.01 0.12 -0.01
H 0.2260 4.4027 -0.1683 0.00 0.09 -0.05
H 0.0784 2.1225 -1.0854 -0.04 0.00 0.10
O 1.1427 -1.4077 0.0221 0.84 -0.11 -0.83
N 1.9361 -1.7302 0.9860 1.04 -0.49 0.88
C 2.2994 -3.0292 1.1431 -0.36 0.27 -0.22
C 3.1444 -3.4162 2.1517 0.27 0.20 0.46
C 3.6435 -2.4755 3.0469 -0.39 0.25 -0.40
C 3.2658 -1.1467 2.8662 0.34 -0.56 0.22
C 2.4427 -0.7979 1.8279 -0.43 0.08 -0.31
H 1.8649 -3.7218 0.4376 -0.06 0.17 -0.05
H 3.3961 -4.4603 2.2538 0.00 -0.07 -0.07
H 4.2955 -2.7644 3.8536 0.06 -0.03 0.10
H 3.6073 -0.3768 3.5381 0.04 0.12 0.02
H 2.1351 0.2209 1.6431 -0.09 -0.09 -0.10
N -2.5131 -0.0431 0.5193 -2.24 0.84 -0.06
C -3.1480 0.7666 -0.0456 0.41 -1.10 0.67
N -3.8847 1.6203 -0.5815 -1.08 0.92 0.86
C -3.9138 2.0518 -1.7912 0.20 -0.15 -0.48
N -3.9704 2.4572 -2.8713 -0.02 0.29 -0.79
N -0.9790 -0.1128 -1.7400 0.10 0.17 -0.40
S 0.0712 -0.2814 -2.8954 -0.69 0.47 -1.54
C -0.7228 -1.3075 -4.1846 0.24 -0.04 0.27
C -2.0349 -1.7179 -4.0422 0.07 0.20 0.19
C -2.5855 -2.5689 -4.9864 0.02 -0.04 -0.07
C -1.8148 -3.0142 -6.0474 -0.04 -0.06 -0.07
C -0.5007 -2.5942 -6.1838 0.04 0.04 0.00
C 0.0491 -1.7353 -5.2492 -0.02 0.05 0.02
C 0.0329 1.2265 -3.9242 0.33 -0.28 0.33
C 1.2402 1.8252 -4.2427 0.05 -0.10 0.11
C 1.2497 2.9482 -5.0533 0.03 0.06 -0.07
C 0.0573 3.4707 -5.5282 0.12 0.01 0.01
C -1.1468 2.8795 -5.1844 -0.08 -0.10 0.07
C -1.1631 1.7486 -4.3859 -0.10 -0.06 0.07
H -1.8082 0.4020 -2.0235 -0.02 -0.06 -0.14
H -2.6166 -1.3806 -3.1948 -0.04 0.02 0.09
H -3.6128 -2.8879 -4.8917 -0.09 -0.01 0.02
H -2.2372 -3.6921 -6.7727 -0.06 -0.06 -0.08
H 0.0977 -2.9395 -7.0130 0.05 -0.04 -0.08
H 1.0723 -1.4032 -5.3356 0.18 0.02 -0.07
H 2.1618 1.4172 -3.8556 0.14 -0.05 0.02
H 2.1890 3.4104 -5.3157 0.09 0.06 -0.01
H 0.0673 4.3436 -6.1629 0.00 0.09 -0.05
H -2.0816 3.2884 -5.5339 -0.10 0.04 0.00
H -2.1101 1.3028 -4.1226 -0.13 -0.03 0.01
```
Positions in Å, forces in eV/Å.

Properties
energy relative to the best compared isomer or geometry (same formula, charge and spin): 28.10 kcal/mol
DFT total energy: -130076.958 eV
2S+1: 4
F_max: 2.5 eV/A
highest occupied orbital energy (spin up / spin down): -0.2146 / -0.2636 Eh